[1]
# C42H39BeN3OP2STe

A structure of composition C42H39BeN3OP2STe (ωB97M-V/def2-TZVPD, the OMol25 dataset).

Atoms and positions in Å:
Be  -0.05255  -0.41926  -0.77974
Te  -2.75492  -0.55458  1.68415
C  -3.43623  0.31496  3.50706
C  -3.00662  1.56781  3.92028
C  -3.46576  2.06916  5.12812
N  -4.30374  1.41606  5.93082
C  -4.72158  0.22146  5.52387
C  -4.32509  -0.36576  4.33168
C  -0.87096  0.54139  1.75623
P  -0.83466  1.44176  0.16367
C  -2.28095  2.54596  0.03328
C  -3.36641  2.09319  -0.71867
C  -4.50286  2.87390  -0.85456
C  -4.55847  4.12048  -0.24711
C  -3.47514  4.58640  0.48220
C  -2.33541  3.80723  0.61904
C  0.54427  2.63476  0.40512
C  1.38979  3.03404  -0.62740
C  2.40167  3.95502  -0.39604
C  2.58150  4.48853  0.86975
C  1.74019  4.10424  1.90370
C  0.72984  3.18541  1.67295
P  0.39336  -0.69642  1.33909
C  2.01873  -0.07612  1.89910
C  3.08920  -0.10299  1.01088
C  4.34763  0.32371  1.41228
C  4.53925  0.77219  2.70954
C  3.47533  0.79349  3.60247
C  2.22001  0.36993  3.20226
C  0.15197  -2.10345  2.46852
C  0.43020  -3.39272  2.03097
C  0.22450  -4.47579  2.87564
C  -0.26396  -4.27062  4.15566
C  -0.54772  -2.98236  4.59362
C  -0.34416  -1.90080  3.75432
H  -2.31737  2.13610  3.31050
H  -3.14683  3.04687  5.47549
H  -5.40251  -0.29488  6.19308
H  -4.69352  -1.34613  4.05365
H  -3.31157  1.12409  -1.19815
H  -5.34218  2.51272  -1.43476
H  -5.44481  4.73345  -0.35150
H  -3.51459  5.56382  0.94633
H  -1.48889  4.17898  1.18149
H  1.28105  2.60779  -1.61251
H  3.04930  4.25458  -1.21082
H  3.38614  5.18895  1.05696
H  1.88218  4.51480  2.89598
H  0.09049  2.86319  2.48632
H  2.92494  -0.45077  -0.00328
H  5.17421  0.30229  0.71301
H  5.52026  1.10381  3.02625
H  3.63526  1.14794  4.61352
H  1.38970  0.38521  3.89844
H  0.78743  -3.54466  1.01867
H  0.43701  -5.47794  2.52447
H  -0.43610  -5.11578  4.81010
H  -0.94623  -2.82265  5.58758
H  -0.59274  -0.89914  4.08436
C  0.37900  -6.09208  -2.82465
C  0.36453  -4.80207  -2.01313
N  0.85259  -3.64891  -2.76633
C  2.11282  -3.77386  -3.50959
C  1.92377  -3.97687  -5.00993
C  0.29565  -2.43988  -2.65534
S  -1.01864  -2.14104  -1.56194
N  0.72222  -1.47250  -3.46898
C  0.82882  -0.22667  -3.09410
O  0.94951  0.12251  -1.85823
C  0.78600  0.81371  -4.14038
C  0.16984  2.02745  -3.84376
C  -0.00585  2.97762  -4.83619
C  0.43938  2.72252  -6.12505
C  1.06236  1.51688  -6.42088
C  1.23302  0.56161  -5.43434
H  -0.06056  -6.89202  -2.23069
H  1.39301  -6.39174  -3.08800
H  -0.20217  -5.98113  -3.74004
H  0.97276  -4.92951  -1.11060
H  -0.64996  -4.58023  -1.69822
H  2.66911  -4.60356  -3.07634
H  2.68825  -2.86373  -3.34443
H  1.33019  -4.86487  -5.22414
H  2.89879  -4.09087  -5.48579
H  1.42220  -3.11135  -5.43673
H  -0.20963  2.20365  -2.84601
H  -0.49915  3.91137  -4.59972
H  0.28520  3.45838  -6.90370
H  1.40340  1.31793  -7.42855
H  1.71264  -0.38361  -5.65220

Cartesian forces (eV/Å) of the 6 atoms listed first:
0.0 -0.2 -0.5
0.3 0.6 0.6
-0.1 -0.1 -0.1
0.0 0.0 -0.1
0.0 -0.1 0.0
0.0 0.1 0.1

Calculated values
HOMO = -6.97 eV
relative energy (zero: lowest compared OMol25 entry of this formula, charge and spin) = 1.191 eV
LUMO = -0.135 eV
E = -87814.036 eV
Kohn-Sham gap = 6.835 eV

The molecule's Mulliken atomic charges, reported in e, are given here: atom 1 (Be): 0.63, atom 2 (Te): 0.38, atom 3 (C): 0.20, atom 4 (C): 0.12, atom 5 (C): -0.48, atom 6 (N): -0.64, atom 7 (C): -0.35, atom 8 (C): -0.42, atom 9 (C): -0.77, atom 10 (P): 0.92, atom 11 (C): 0.65, atom 12 (C): -0.46, atom 13 (C): -0.71, atom 14 (C): -0.56, atom 15 (C): -0.75, atom 16 (C): -0.31, atom 17 (C): 0.43, atom 18 (C): -0.44, atom 19 (C): -0.76, atom 20 (C): -0.81, atom 21 (C): -0.70, atom 22 (C): 0.13, atom 23 (P): -0.12, atom 24 (C): 0.39, atom 25 (C): 0.08, atom 26 (C): -0.70, atom 27 (C): -0.57, atom 28 (C): -0.71, atom 29 (C): -0.30, atom 30 (C): 1.08, atom 31 (C): -0.59, atom 32 (C): -0.45, atom 33 (C): -0.58, atom 34 (C): -0.92, atom 35 (C): -0.20, atom 36 (H): 0.21, atom 37 (H): 0.37, atom 38 (H): 0.36, atom 39 (H): 0.35, atom 40 (H): 0.41, atom 41 (H): 0.43, atom 42 (H): 0.40, atom 43 (H): 0.43, atom 44 (H): 0.35, atom 45 (H): 0.14, atom 46 (H): 0.45, atom 47 (H): 0.38, atom 48 (H): 0.43, atom 49 (H): 0.24, atom 50 (H): 0.14, atom 51 (H): 0.44, atom 52 (H): 0.39, atom 53 (H): 0.42, atom 54 (H): 0.33, atom 55 (H): 0.13, atom 56 (H): 0.41, atom 57 (H): 0.39, atom 58 (H): 0.43, atom 59 (H): 0.43, atom 60 (C): -1.46, atom 61 (C): -0.30, atom 62 (N): 0.29, atom 63 (C): -0.74, atom 64 (C): -1.08, atom 65 (C): 0.49, atom 66 (S): -0.69, atom 67 (N): -0.29, atom 68 (C): -0.28, atom 69 (O): -0.11, atom 70 (C): 0.74, atom 71 (C): 0.19, atom 72 (C): -0.94, atom 73 (C): -0.41, atom 74 (C): -0.70, atom 75 (C): -0.29, atom 76 (H): 0.44, atom 77 (H): 0.35, atom 78 (H): 0.33, atom 79 (H): 0.22, atom 80 (H): 0.42, atom 81 (H): 0.49, atom 82 (H): 0.37, atom 83 (H): 0.30, atom 84 (H): 0.38, atom 85 (H): 0.23, atom 86 (H): 0.20, atom 87 (H): 0.44, atom 88 (H): 0.39, atom 89 (H): 0.41, atom 90 (H): 0.45



[2]
# C42H39F3N6O15P

A cluster of 7 separate species, C42H39F3N6O15P in total in a non-equilibrium geometry (ωB97M-V/def2-TZVPD, the OMol25 dataset).

Atoms and positions in Å:
C  -6.07458  1.07313  5.46373
C  -4.79475  0.70061  5.28172
C  -4.11807  -0.39555  6.07592
P  -2.75921  -1.22362  5.11556
C  -1.55798  0.31826  5.27004
O  -1.77343  1.39070  4.29685
C  -1.31580  1.22050  3.06973
F  -0.70460  0.04396  2.85191
F  -0.41515  2.18149  2.72771
F  -2.31229  1.34954  2.16904
C  -3.72543  -2.86410  4.95226
O  -4.67719  -2.82533  4.14546
O  -3.30956  -3.78471  5.67189
H  -6.47718  1.27539  6.45303
H  -6.72269  1.20489  4.60205
H  -4.22614  1.20553  4.50462
H  -4.86838  -1.16254  6.24504
H  -3.73627  -0.08399  7.05606
H  -1.72889  -1.95314  5.83394
H  -2.82614  -1.03313  3.69466
H  -0.51057  0.00872  5.32155
H  -1.77418  0.77383  6.23970
C  -1.40607  -0.83933  -0.11014
C  -1.05150  0.30662  -0.81075
C  -1.26881  0.38327  -2.17528
C  -1.84370  -0.70195  -2.81533
C  -2.19818  -1.85663  -2.13903
C  -1.97575  -1.91894  -0.77328
N  -2.09447  -0.61845  -4.25700
O  -1.76541  0.40025  -4.84039
O  -2.61723  -1.56765  -4.81127
H  -1.24405  -0.89152  0.95408
H  -0.60961  1.14479  -0.28906
H  -0.99888  1.26961  -2.72935
H  -2.64292  -2.68766  -2.66523
H  -2.25061  -2.80780  -0.22256
C  1.57443  7.71487  2.63981
C  1.15185  6.41588  2.39183
C  1.15219  5.47847  3.41272
C  1.57644  5.86936  4.66785
C  2.00539  7.15569  4.93830
C  2.00300  8.08305  3.90927
N  1.56017  4.87854  5.75644
O  1.20687  3.74990  5.48111
O  1.90105  5.24445  6.86416
H  1.56861  8.44452  1.84069
H  0.81861  6.13019  1.40372
H  0.82482  4.46386  3.23543
H  2.33337  7.42626  5.93068
H  2.33361  9.09510  4.09925
C  1.66066  1.54080  7.80885
C  0.78400  1.87599  8.83249
C  0.66719  1.06160  9.94718
C  1.44189  -0.08201  10.01602
C  2.31529  -0.44193  9.00647
C  2.42048  0.38087  7.89621
N  1.34238  -0.93827  11.21048
O  0.55714  -0.61049  12.07800
O  2.05785  -1.91855  11.26552
H  1.74518  2.18836  6.94705
H  0.19214  2.77853  8.76057
H  -0.01035  1.31123  10.74970
H  2.90162  -1.34468  9.08759
H  3.10028  0.11694  7.09736
C  -0.45292  4.72461  -7.16265
C  -0.31827  3.53241  -6.46427
C  0.47883  3.47663  -5.33272
C  1.12642  4.62461  -4.91797
C  1.01182  5.82148  -5.60143
C  0.21432  5.86540  -6.73384
N  1.95731  4.57677  -3.70069
O  2.05670  3.51219  -3.12774
O  2.49017  5.60859  -3.34221
H  -1.08110  4.76573  -8.04277
H  -0.83598  2.64233  -6.79520
H  0.58789  2.55056  -4.78761
H  1.53303  6.70087  -5.25453
H  0.11060  6.79326  -7.27977
C  -0.57365  -2.57923  -6.84353
C  -1.06765  -3.83351  -6.51401
C  -0.80690  -4.92097  -7.33184
C  -0.04483  -4.73400  -8.47195
C  0.45039  -3.49006  -8.82179
C  0.18031  -2.40889  -7.99798
N  0.26410  -5.89005  -9.32796
O  -0.19319  -6.96850  -9.01084
O  0.96886  -5.70050  -10.30201
H  -0.77461  -1.73499  -6.20360
H  -1.65353  -3.96225  -5.61497
H  -1.18713  -5.89823  -7.07378
H  1.03875  -3.36991  -9.71929
H  0.56238  -1.43047  -8.25635
C  4.12755  -7.30475  -6.94645
C  4.22091  -7.89079  -5.69037
C  3.56785  -7.32566  -4.60610
C  2.82675  -6.17642  -4.80697
C  2.72705  -5.57398  -6.04531
C  3.38408  -6.14534  -7.12364
N  2.10759  -5.57825  -3.66582
O  2.22641  -6.11438  -2.58417
O  1.43767  -4.58848  -3.88131
H  4.63393  -7.75428  -7.79047
H  4.80085  -8.79339  -5.55417
H  3.63038  -7.77115  -3.62462
H  2.14517  -4.67260  -6.17814
H  3.31125  -5.68796  -8.10176

Cartesian forces (eV/Å) of the 6 atoms listed first:
0.3 0.2 0.0
0.0 0.2 0.1
0.0 0.7 0.5
0.1 -0.8 -0.1
-0.4 -0.1 0.6
0.4 -0.1 0.0

Calculated values
HOMO = -3.57 eV
LUMO = 0.566 eV
charge = -1
E = -101263.256 eV
Kohn-Sham gap = 4.140 eV

Results of the Mulliken charge analysis, in e, for atoms 1 through 99: atom 1 (C): -0.79, atom 2 (C): -0.20, atom 3 (C): -0.81, atom 4 (P): 0.63, atom 5 (C): -0.96, atom 6 (O): -0.32, atom 7 (C): 0.79, atom 8 (F): -0.26, atom 9 (F): -0.28, atom 10 (F): -0.27, atom 11 (C): 0.33, atom 12 (O): -0.69, atom 13 (O): -0.73, atom 14 (H): 0.27, atom 15 (H): 0.24, atom 16 (H): 0.31, atom 17 (H): 0.49, atom 18 (H): 0.51, atom 19 (H): -0.06, atom 20 (H): -0.10, atom 21 (H): 0.50, atom 22 (H): 0.37, atom 23 (C): -0.27, atom 24 (C): -0.57, atom 25 (C): -0.33, atom 26 (C): 0.15, atom 27 (C): -0.27, atom 28 (C): -0.90, atom 29 (N): 0.99, atom 30 (O): -0.58, atom 31 (O): -0.61, atom 32 (H): 0.50, atom 33 (H): 0.45, atom 34 (H): 0.52, atom 35 (H): 0.47, atom 36 (H): 0.44, atom 37 (C): -0.45, atom 38 (C): -0.53, atom 39 (C): -0.35, atom 40 (C): 0.00, atom 41 (C): -0.39, atom 42 (C): -0.40, atom 43 (N): 1.04, atom 44 (O): -0.58, atom 45 (O): -0.63, atom 46 (H): 0.37, atom 47 (H): 0.43, atom 48 (H): 0.64, atom 49 (H): 0.46, atom 50 (H): 0.37, atom 51 (C): -0.22, atom 52 (C): -0.35, atom 53 (C): -0.50, atom 54 (C): 0.02, atom 55 (C): -0.31, atom 56 (C): -0.55, atom 57 (N): 1.01, atom 58 (O): -0.61, atom 59 (O): -0.61, atom 60 (H): 0.41, atom 61 (H): 0.42, atom 62 (H): 0.45, atom 63 (H): 0.46, atom 64 (H): 0.40, atom 65 (C): -0.47, atom 66 (C): -0.41, atom 67 (C): -0.36, atom 68 (C): 0.17, atom 69 (C): -0.47, atom 70 (C): -0.34, atom 71 (N): 1.05, atom 72 (O): -0.61, atom 73 (O): -0.62, atom 74 (H): 0.38, atom 75 (H): 0.43, atom 76 (H): 0.44, atom 77 (H): 0.45, atom 78 (H): 0.36, atom 79 (C): -0.07, atom 80 (C): -0.15, atom 81 (C): -0.42, atom 82 (C): -0.25, atom 83 (C): -0.27, atom 84 (C): -0.69, atom 85 (N): 1.10, atom 86 (O): -0.62, atom 87 (O): -0.63, atom 88 (H): 0.21, atom 89 (H): 0.46, atom 90 (H): 0.46, atom 91 (H): 0.47, atom 92 (H): 0.41, atom 93 (C): -0.53, atom 94 (C): -0.37, atom 95 (C): -0.42, atom 96 (C): -0.02, atom 97 (C): -0.23, atom 98 (C): -0.38, atom 99 (N): 1.02



> HOMO of number 2 (C42H39F3N6O15P)?

-3.57 eV



> Which of these has the lowest HOMO?

C42H39BeN3OP2STe